A cluster of 2 separate species, C7H7ClNO3P in total at a distorted geometry, computed with ωB97M-V/def2-TZVPD.

```
! wB97M-V def2-TZVPD RIJCOSX def2/J DEFGRID3
* xyz 0 1
C 0.104 1.995 2.468
C 0.638 0.810 2.839
C -0.319 2.238 1.175
C 0.465 -0.273 1.956
C -0.356 1.202 0.237
C -0.105 -0.093 0.683
C -0.165 -1.245 -0.332
N -0.005 -2.213 -3.149
O 0.621 -2.187 -4.151
O -0.738 -3.052 -2.752
O -1.743 0.589 -3.174
P -0.079 -0.666 -2.101
Cl 1.732 0.091 -2.356
H 0.280 2.859 3.155
H 1.193 0.690 3.719
H -0.793 3.074 0.899
H 0.638 -1.181 2.416
H -0.911 1.214 -0.720
H 0.649 -2.089 -0.439
H -1.104 -1.763 -0.375
*
```

- LUMO (spin up / spin down) (eV) = -1.34 / -1.38
- relative energy (zero: lowest compared OMol25 entry of this formula, charge and spin) (kJ/mol) = 527.1